No. 1
This record from the Open Molecules 2025 dataset describes an isolated molecule of C4H5NO. The level of theory is wB97M-V/def2-TZVPD.

## Properties
* charge: 0
* HOMO energy: -8.0 eV
* E_LUMO: 0.03560 Ha
* relative energy (zero: lowest compared OMol25 entry of this formula, charge and spin): 0.640 eV
* energy: -285.39106 a.u.
* structure (SMILES): Oc1cc[nH]c1

Positions of all 11 atoms, in Å:
1 O -0.789 -1.841 -1.020
2 C -0.325 -0.797 -0.278
3 C -0.979 0.380 -0.040
4 N -0.062 1.258 0.508
5 C 1.144 0.622 0.628
6 C 1.002 -0.681 0.226
7 H -1.595 -1.536 -1.455
8 H -2.016 0.647 -0.192
9 H -0.165 2.251 0.389
10 H 2.032 1.155 0.939
11 H 1.752 -1.457 0.296

***

No. 2
This record from the Open Molecules 2025 dataset describes an isolated molecule of C20H13Cl3N2O3 at a distorted geometry. The level of theory is wB97M-V/def2-TZVPD.

## Properties
* charge: 0
* HOMO energy: -8.6 eV
* E_LUMO: 0.00243 Ha
* energy: -2485.77554 a.u.
* structure (SMILES): Cc1ccoc1C(=O)Nc1ccc(N2Cc3cccc(Cl)c3C2=O)c(Cl)c1Cl

Positions of all 41 atoms, in Å:
1 O -1.848 2.665 1.243
2 O 1.298 -3.758 1.405
3 Cl 4.031 -4.612 2.916
4 Cl -2.562 -0.513 -2.695
5 Cl -0.196 -2.372 -2.905
6 O -5.179 2.467 0.002
7 C -2.753 2.281 0.521
8 C 2.096 -3.290 0.582
9 C -6.080 3.478 -0.152
10 C -5.484 4.682 0.064
11 C -3.973 3.057 0.332
12 C -4.110 4.410 0.359
13 C 6.257 -3.238 -0.145
14 C 5.866 -3.830 1.041
15 C -0.688 0.023 0.832
16 C 0.331 -0.906 0.757
17 C 5.284 -2.592 -0.918
18 C 4.505 -3.884 1.427
19 C -1.457 -0.617 -1.326
20 C -0.400 -1.526 -1.422
21 C 3.539 -3.344 0.578
22 C -1.650 0.152 -0.187
23 C 0.510 -1.710 -0.356
24 C 3.951 -2.694 -0.579
25 N -2.676 1.079 -0.161
26 N 1.636 -2.531 -0.468
27 C -3.087 5.506 0.619
28 C 2.757 -2.122 -1.332
29 H -7.134 3.340 -0.403
30 H -6.004 5.637 0.104
31 H 7.300 -3.134 -0.372
32 H 6.600 -4.320 1.658
33 H -0.793 0.599 1.746
34 H 1.038 -1.045 1.619
35 H 5.557 -2.110 -1.828
36 H -3.425 0.965 -0.852
37 H -2.118 5.105 0.901
38 H -2.943 6.087 -0.295
39 H -3.422 6.155 1.432
40 H 2.820 -1.039 -1.376
41 H 2.607 -2.506 -2.368

***

No. 3
This record from the Open Molecules 2025 dataset describes a cluster of 18 separate species, C50H114Cl22O14 in total at a distorted geometry. The level of theory is wB97M-V/def2-TZVPD.

## Properties
* charge: 0
* HOMO energy: -9.5 eV
* E_LUMO: 0.01151 Ha
* energy: -13150.58144 a.u.

Positions of all 200 atoms, in Å:
1 C -1.264 -1.430 -4.258
2 O -0.582 -1.729 -5.475
3 C -0.166 -3.069 -5.737
4 C 1.190 -3.405 -5.125
5 O 1.492 -2.865 -3.843
6 C 2.802 -2.972 -3.302
7 H -0.704 -1.630 -3.344
8 H -2.038 -2.194 -4.195
9 H -1.667 -0.418 -4.289
10 H -0.288 -3.436 -6.756
11 H -0.830 -3.720 -5.168
12 H 1.961 -3.032 -5.799
13 H 1.380 -4.468 -5.272
14 H 3.145 -4.004 -3.376
15 H 2.698 -2.787 -2.232
16 H 3.380 -2.178 -3.775
17 C -3.279 -1.320 -0.862
18 O -3.196 -2.730 -1.265
19 C -4.199 -3.091 -2.168
20 C -4.093 -4.451 -2.778
21 O -4.223 -5.439 -1.869
22 C -4.197 -6.739 -2.317
23 H -3.595 -1.372 0.180
24 H -3.974 -0.696 -1.424
25 H -2.345 -0.761 -0.810
26 H -4.074 -2.378 -2.983
27 H -5.246 -3.042 -1.868
28 H -3.082 -4.386 -3.181
29 H -4.770 -4.741 -3.581
30 H -4.286 -7.513 -1.554
31 H -3.320 -7.049 -2.886
32 H -5.045 -6.998 -2.951
33 C 6.787 7.565 -2.837
34 O 6.767 6.200 -2.369
35 C 8.038 5.562 -2.319
36 C 7.819 4.036 -1.936
37 O 7.149 3.358 -2.941
38 C 6.775 1.997 -2.896
39 H 7.502 8.278 -2.427
40 H 5.767 7.944 -2.895
41 H 7.027 7.535 -3.899
42 H 8.480 6.183 -1.540
43 H 8.577 5.660 -3.261
44 H 7.308 3.953 -0.977
45 H 8.757 3.503 -1.776
46 H 6.158 1.673 -2.057
47 H 7.667 1.379 -3.000
48 H 6.167 1.773 -3.773
49 C -1.906 6.063 -7.663
50 O -1.858 7.103 -6.682
51 C -0.779 6.913 -5.782
52 C -1.067 5.893 -4.615
53 O -1.291 4.561 -4.988
54 C -1.665 3.769 -3.957
55 H -2.814 6.182 -8.254
56 H -1.639 5.083 -7.266
57 H -1.181 6.201 -8.465
58 H -0.612 7.945 -5.474
59 H 0.101 6.669 -6.377
60 H -1.961 6.236 -4.093
61 H -0.301 6.100 -3.868
62 H -1.912 2.794 -4.377
63 H -2.581 4.145 -3.501
64 H -0.834 3.528 -3.295
65 C -3.137 -5.690 1.041
66 O -4.080 -5.169 1.938
67 C -5.397 -4.926 1.299
68 C -6.058 -3.682 1.881
69 O -5.326 -2.502 1.643
70 C -5.903 -1.360 2.254
71 H -2.619 -4.892 0.509
72 H -3.644 -6.311 0.303
73 H -2.334 -6.290 1.468
74 H -6.090 -5.756 1.434
75 H -5.352 -4.679 0.238
76 H -6.066 -3.897 2.950
77 H -7.114 -3.568 1.637
78 H -6.838 -0.972 1.850
79 H -5.048 -0.701 2.104
80 H -5.987 -1.544 3.326
81 C -5.804 1.564 -0.391
82 O -6.678 1.885 0.725
83 C -6.599 3.234 1.018
84 C -7.509 3.743 2.161
85 O -7.128 3.323 3.486
86 C -7.646 2.085 3.922
87 H -4.742 1.690 -0.181
88 H -6.170 2.135 -1.244
89 H -6.049 0.512 -0.535
90 H -7.084 3.702 0.162
91 H -5.565 3.581 1.013
92 H -8.517 3.546 1.797
93 H -7.362 4.816 2.286
94 H -7.568 2.312 4.985
95 H -7.135 1.190 3.567
96 H -8.660 1.825 3.619
97 C 6.021 -2.227 3.636
98 O 5.059 -1.809 2.631
99 C 5.118 -2.579 1.381
100 C 4.532 -4.076 1.373
101 O 5.492 -4.964 2.024
102 C 5.114 -6.286 2.193
103 H 5.654 -3.176 4.026
104 H 5.997 -1.680 4.579
105 H 7.023 -2.254 3.207
106 H 6.102 -2.581 0.912
107 H 4.364 -2.053 0.796
108 H 4.214 -4.199 0.337
109 H 3.579 -4.041 1.901
110 H 4.082 -6.384 2.530
111 H 5.827 -6.835 2.808
112 H 5.138 -6.772 1.218
113 Cl -0.699 -6.546 3.918
114 C -1.756 -5.152 4.456
115 C -1.293 -3.880 3.675
116 Cl 0.145 -3.117 4.376
117 H -1.676 -5.190 5.542
118 H -2.804 -5.235 4.166
119 H -2.096 -3.143 3.696
120 H -1.175 -4.044 2.603
121 Cl 2.921 1.246 -8.470
122 C 2.868 1.671 -6.742
123 C 2.242 0.559 -5.800
124 Cl 2.476 0.974 -4.009
125 H 2.418 2.663 -6.786
126 H 3.939 1.781 -6.567
127 H 2.763 -0.380 -5.984
128 H 1.181 0.369 -5.967
129 Cl -2.721 1.815 2.667
130 C -2.351 3.310 3.653
131 C -3.712 3.956 4.136
132 Cl -3.046 5.449 5.031
133 H -1.622 3.927 3.129
134 H -1.809 2.895 4.503
135 H -4.189 3.264 4.831
136 H -4.504 4.265 3.455
137 Cl 3.378 -2.447 6.136
138 C 4.009 -4.047 6.267
139 C 3.197 -5.116 5.462
140 Cl 4.003 -6.686 5.544
141 H 4.053 -4.356 7.311
142 H 5.073 -3.963 6.044
143 H 2.962 -4.849 4.432
144 H 2.264 -5.316 5.989
145 Cl 2.637 2.395 7.055
146 C 1.803 0.721 6.932
147 C 1.414 0.305 5.467
148 Cl 0.173 1.351 4.854
149 H 1.016 0.703 7.686
150 H 2.539 -0.021 7.242
151 H 1.141 -0.750 5.472
152 H 2.279 0.490 4.830
153 Cl 4.721 2.375 -0.075
154 C 4.890 1.549 1.481
155 C 6.339 1.584 1.931
156 Cl 7.263 0.232 1.292
157 H 4.422 0.566 1.522
158 H 4.216 2.026 2.192
159 H 6.351 1.725 3.012
160 H 6.865 2.469 1.574
161 Cl 0.664 -6.415 -0.110
162 C 0.194 -4.719 -0.486
163 C -0.737 -4.729 -1.737
164 Cl -0.233 -5.574 -3.268
165 H 1.015 -4.070 -0.790
166 H -0.331 -4.282 0.363
167 H -1.096 -3.767 -2.100
168 H -1.741 -5.037 -1.442
169 Cl -0.366 5.261 1.006
170 C -1.495 4.973 -0.323
171 C -2.339 6.205 -0.680
172 Cl -3.701 6.398 0.510
173 H -2.180 4.165 -0.062
174 H -0.877 4.592 -1.136
175 H -2.768 6.023 -1.665
176 H -1.716 7.073 -0.465
177 Cl 2.648 4.907 -4.490
178 C 3.581 4.825 -2.996
179 C 2.612 5.029 -1.851
180 Cl 2.094 6.723 -1.736
181 H 4.284 5.652 -2.892
182 H 4.130 3.884 -2.968
183 H 2.961 4.789 -0.847
184 H 1.752 4.394 -2.066
185 Cl -3.267 -2.189 6.210
186 C -2.037 -0.865 5.995
187 C -1.913 -0.217 7.467
188 Cl -1.250 -1.380 8.632
189 H -2.303 -0.193 5.178
190 H -1.151 -1.412 5.675
191 H -2.931 -0.051 7.821
192 H -1.369 0.723 7.381
193 Cl -0.360 1.752 -0.792
194 C 0.475 0.218 -0.659
195 C 0.415 -0.185 0.770
196 Cl 1.074 -1.780 1.026
197 H 1.454 0.368 -1.115
198 H -0.032 -0.624 -1.131
199 H -0.633 -0.321 1.038
200 H 0.824 0.425 1.576

***

No. 4
This record from the Open Molecules 2025 dataset describes an isolated molecule of C19H22N2O4 at a distorted geometry. The level of theory is wB97M-V/def2-TZVPD.

## Properties
* charge: 0
* HOMO energy: -8.2 eV
* E_LUMO: 0.02660 Ha
* relative energy (zero: lowest compared OMol25 entry of this formula, charge and spin): 3.739 eV
* energy: -1147.62613 a.u.
* structure (SMILES): COc1ccc(/C(N)=N/OC(=O)CCCc2ccccc2)cc1OC

Positions of all 47 atoms, in Å:
1 C -1.537 -1.261 -6.521
2 H -0.952 -0.349 -6.654
3 O -0.797 -2.267 -5.866
4 C -0.353 -2.115 -4.591
5 C 0.287 -3.241 -4.078
6 C 0.817 -3.270 -2.805
7 C 0.708 -2.149 -1.994
8 C 0.060 -1.020 -2.488
9 C -0.468 -0.975 -3.769
10 O -1.095 0.135 -4.273
11 C -1.238 1.264 -3.444
12 H -1.817 1.033 -2.545
13 H -1.777 1.995 -4.044
14 H -0.266 1.677 -3.156
15 H -0.015 -0.172 -1.830
16 C 1.256 -2.124 -0.623
17 N 0.603 -1.377 0.185
18 O 0.922 -1.255 1.551
19 C 2.132 -0.988 2.016
20 O 3.155 -0.982 1.366
21 C 2.080 -0.711 3.506
22 C 0.902 0.178 3.903
23 H 0.890 0.294 4.988
24 H -0.028 -0.305 3.602
25 C 0.986 1.560 3.245
26 C -0.258 2.350 3.534
27 C -1.406 2.133 2.782
28 C -2.572 2.823 3.060
29 C -2.605 3.738 4.099
30 C -1.468 3.959 4.855
31 C -0.302 3.267 4.574
32 H 0.584 3.444 5.168
33 H -1.487 4.673 5.666
34 H -3.515 4.278 4.318
35 H -3.457 2.646 2.467
36 H -1.381 1.418 1.972
37 H 1.094 1.434 2.166
38 H 1.867 2.089 3.616
39 H 3.031 -0.253 3.784
40 H 2.001 -1.675 4.015
41 N 2.314 -2.937 -0.361
42 H 2.809 -3.297 -1.162
43 H 2.908 -2.681 0.417
44 H 1.278 -4.177 -2.445
45 H 0.352 -4.103 -4.723
46 H -1.782 -1.682 -7.497
47 H -2.459 -1.024 -5.986